Entry 1:
C23H22N10Ni | ωB97M-V/def2-TZVPD

Its spin multiplicity is 3. The expectation value of S² is 2.005. The calculation puts the frontier orbital gap (alpha / beta) at 7.128 / 6.517 eV. Its charge is +2. The calculation puts the HOMO energy (alpha / beta) at -14.27 / -14.27 eV.

Positions of all 56 atoms, in Å:
N  -1.009481  -4.104761  -1.349516
N  -2.186930  -0.131429  3.390286
C  -2.264010  -0.706287  4.730018
H  0.190771  -0.307059  5.965356
C  0.219983  -0.588664  -1.793674
C  -2.753349  -0.574534  2.270336
C  -0.590612  2.901521  -1.347629
C  -2.637987  3.635331  -0.595699
C  5.426483  1.757453  -4.080978
H  0.521837  -0.545746  4.245851
H  0.975144  -1.784984  5.418559
C  3.493728  0.599447  -3.246232
C  5.447031  -0.528419  -4.076356
C  -1.141958  -1.729834  5.004788
H  1.876963  -1.561167  -2.703673
H  3.743665  -1.560182  -3.338621
C  0.237106  1.732152  -1.709384
H  -0.371312  -3.586890  4.222396
H  3.700855  2.762934  -3.357137
N  -1.893758  -1.507137  -1.148404
C  -1.099496  -2.827846  3.942343
C  -0.190992  -3.090811  -1.582842
H  5.960814  2.669076  -4.318643
C  1.484205  1.776606  -2.302666
C  -0.175143  4.224163  -1.437506
N  6.049806  0.619429  -4.335124
C  4.170646  -0.586389  -3.531359
H  -3.238785  -1.181694  4.824877
C  -2.268738  -3.841016  -1.042055
H  -2.195968  0.121263  5.433135
H  -2.847430  5.788281  -0.463553
H  -3.423852  -1.413715  2.198721
H  -1.412678  -2.190023  5.957454
N  -0.347938  0.564664  -1.442577
N  -1.838522  2.626778  -0.914918
H  -0.794084  -2.427490  2.970940
H  -2.932997  -4.681379  -0.885140
H  -2.068971  -3.323405  3.841293
N  -2.351815  0.211340  1.289839
C  0.214128  -1.047713  5.165507
N  -1.427619  0.930702  3.097960
C  1.460000  -0.614617  -2.400001
H  -3.637338  3.411357  -0.246484
H  0.823799  4.489363  -1.760600
C  4.148830  1.795910  -3.536944
Ni  -2.164079  0.559105  -0.663968
C  2.141272  0.586793  -2.642553
H  1.932115  2.734045  -2.513336
N  -1.529925  1.140078  1.848577
H  5.997053  -1.431845  -4.309621
H  -3.739952  -2.307640  -0.655543
C  -0.622496  -1.769593  -1.509599
H  0.834801  -3.344421  -1.821172
C  -2.713512  -2.526687  -0.922688
C  -2.201932  4.955296  -0.710419
N  -0.977370  5.230280  -1.121638

Atomic forces in eV per Å
N 0.031 -0.256 -0.018
N -0.286 -0.209 -0.423
C 0.322 -0.343 0.552
H 0.015 0.019 -0.024
C 0.225 0.038 -0.083
C 0.124 0.129 -0.039
C -0.125 0.275 0.056
C -0.103 0.253 0.032
C -0.357 -0.146 0.149
H 0.032 -0.005 -0.004
H 0.012 0.010 -0.028
C 0.125 -0.013 -0.068
C -0.368 0.145 0.152
C 0.038 0.143 -0.222
H 0.048 0.015 0.015
H 0.006 0.014 0.007
C 0.194 -0.079 -0.066
H 0.005 -0.010 -0.026
H 0.013 -0.021 -0.007
N -0.085 0.361 0.034
C -0.110 0.079 0.163
C -0.041 0.208 -0.017
H -0.028 0.013 0.020
C -0.123 0.022 0.067
C -0.037 -0.236 0.032
N 0.643 0.006 -0.302
C 0.026 -0.101 0.001
H -0.064 0.092 -0.079
C 0.055 0.202 -0.032
H -0.099 0.040 -0.041
H -0.036 -0.039 0.012
H 0.018 -0.010 0.050
H -0.054 0.035 0.026
N -0.285 -0.008 0.148
N -0.144 -0.392 0.101
H 0.017 -0.030 -0.027
H -0.026 0.035 0.025
H 0.025 -0.016 -0.055
N 0.230 0.460 0.104
C -0.083 -0.035 0.041
N -0.001 0.038 0.016
C -0.141 -0.011 0.063
H 0.018 -0.065 -0.003
H -0.006 -0.050 -0.007
C 0.017 0.105 -0.015
Ni 0.420 -0.347 -0.542
C -0.001 0.016 -0.012
H 0.033 -0.020 0.014
N 0.062 0.012 0.233
H -0.023 -0.011 0.021
H 0.018 0.041 -0.003
C -0.152 -0.243 0.069
H -0.008 0.056 -0.015
C -0.093 -0.214 -0.018
C 0.077 -0.229 -0.015
N 0.031 0.277 -0.016

Want to see where the charge sits? The Mulliken charges in e are: -0.523 0.584 -1.070 0.382 0.103 0.105 0.276 -0.049 -0.465 0.306 0.416 0.918 -0.464 0.746 0.414 0.285 -0.082 0.438 0.301 -0.357 -1.409 -0.152 0.396 -0.008 -0.081 -0.544 -0.559 0.416 -0.399 0.369 0.414 0.461 0.322 -0.126 -0.367 0.263 0.437 0.337 -0.013 -1.430 -0.715 -0.336 0.425 0.452 -0.535 -0.064 1.296 0.323 0.053 0.393 0.530 0.267 0.428 -0.200 -0.386 -0.526

***

Entry 2:
C23H22N2O7S | ωB97M-V/def2-TZVPD

Its spin multiplicity is 1. The calculation puts the frontier orbital gap at 8.206 eV. The calculation puts the HOMO energy at -7.55 eV.

Positions of all 55 atoms, in Å:
C  0.758462  -5.177705  -0.863377
H  2.494543  -2.588493  -2.167883
C  -4.148336  2.735663  -0.967649
H  -1.935912  -1.955508  2.389663
C  -3.448369  0.178032  0.019909
H  3.956633  -1.127321  0.886507
C  5.025461  0.701465  0.520634
C  2.534611  1.917085  0.604960
C  0.970875  -0.095522  -1.658917
H  -2.193561  2.727428  -1.838752
H  -1.171777  -0.552371  -0.541711
O  -0.146289  1.971726  -2.107588
N  0.995563  -1.030863  -0.569854
C  -1.521859  -2.816495  1.867245
C  -6.725309  1.208907  0.978688
O  0.112189  0.396169  1.375202
H  -0.824011  -5.019933  0.566090
C  6.055352  4.137793  -0.064450
H  1.882312  0.514248  -1.685451
H  -3.178438  -0.791303  0.402145
C  -2.903225  2.177512  -1.244953
H  3.548490  3.753383  0.246746
C  -0.228478  0.869532  -1.606949
H  -2.323058  -3.522122  1.622043
S  1.203746  -0.452046  0.998687
O  -5.711398  0.227114  1.012672
H  -0.776581  -3.298732  2.502790
H  5.469138  4.410796  -0.946777
C  -4.668886  0.740869  0.284664
C  2.658866  0.554009  0.781238
H  5.656960  4.653708  0.814066
C  -0.105933  -4.481546  -0.032330
H  1.552630  2.361242  0.643229
O  6.082197  2.740606  0.125772
C  1.672284  -4.504460  -1.652246
H  7.092606  4.431696  -0.215485
O  1.519355  -1.578541  1.824989
H  0.708242  -6.255460  -0.894216
O  -6.292338  2.310225  0.212294
C  -2.552121  0.923776  -0.759946
N  -1.319779  0.324169  -1.032726
C  3.661513  2.690526  0.384328
H  -6.951784  1.539632  2.005666
H  2.335171  -5.052321  -2.304105
C  -0.057052  -3.097326  0.007991
H  -7.636004  0.781330  0.528444
O  -0.919524  -2.297622  0.699858
C  3.898875  -0.060767  0.737886
H  0.906744  -0.649157  -2.600740
C  0.908973  -2.416571  -0.751436
C  1.759092  -3.123152  -1.585455
C  4.917560  2.086397  0.338640
H  6.007151  0.257107  0.485042
C  -5.019013  2.001694  -0.201141
H  -4.419226  3.708626  -1.340729

Atomic forces in eV per Å
C 0.053 0.013 -0.015
H 0.105 0.074 -0.034
C -0.465 -0.184 0.311
H -0.018 -0.079 0.013
C -0.245 0.088 0.129
H 0.126 -0.146 0.015
C -0.010 0.109 -0.033
C -0.106 -0.095 0.071
C 0.011 0.613 -0.195
H 0.020 -0.006 -0.020
H 0.027 0.181 -0.112
O 0.064 0.224 -0.101
N 0.143 0.219 0.740
C -0.159 -0.091 0.217
C -1.128 -0.036 0.542
O 0.206 0.205 -0.165
H -0.092 -0.024 0.061
C 0.000 0.247 -0.037
H -0.199 -0.029 -0.097
H 0.043 -0.197 0.056
C 0.295 -0.028 -0.092
H 0.015 0.098 -0.017
C 0.169 -0.306 -0.155
H 0.064 0.052 0.033
S 0.604 0.290 -0.053
O 0.506 -0.213 -0.119
H 0.001 0.010 -0.026
H 0.009 -0.017 0.039
C -0.035 0.555 -0.290
C -0.689 -0.163 0.146
H 0.000 -0.027 -0.034
C -0.173 0.137 0.142
H -0.096 0.140 -0.020
O -0.046 -0.339 0.058
C 0.034 -0.076 -0.097
H -0.099 0.024 0.007
O 0.225 -0.084 -0.147
H -0.008 -0.090 -0.003
O 0.252 0.241 -0.245
C -0.316 0.391 -0.133
N -0.044 -0.428 0.020
C 0.268 0.145 -0.047
H 0.137 -0.059 -0.229
H 0.053 -0.047 -0.055
C 0.033 -0.076 -0.351
H 0.261 0.079 0.040
O 0.163 -0.209 -0.372
C 0.175 -0.034 -0.019
H 0.020 0.026 0.156
C -0.244 -0.677 0.315
C -0.129 0.103 0.132
C -0.178 -0.128 0.031
H 0.106 -0.071 0.010
C 0.313 -0.447 0.091
H -0.024 0.139 -0.063

Want to see where the charge sits? The Mulliken charges in e are: -0.638 0.500 -1.273 0.344 -1.458 0.525 -0.866 -0.417 -0.782 0.545 0.133 -0.707 0.034 -1.223 -0.268 -0.735 0.442 -0.831 0.249 0.537 -0.333 0.400 0.619 0.313 1.914 -0.511 0.473 0.344 1.022 -0.570 0.339 -0.896 0.482 -0.447 -0.871 0.237 -0.774 0.399 -0.476 0.336 0.074 -0.586 0.241 0.405 0.664 0.238 0.006 -0.270 0.490 0.308 -0.467 0.931 0.433 0.996 0.426

***

Entry 3:
C23H22N4O2Rh | ωB97M-V/def2-TZVPD

Its spin multiplicity is 1. The calculation puts the frontier orbital gap at 7.012 eV. Its charge is +1. The calculation puts the HOMO energy at -10.67 eV.

Positions of all 52 atoms, in Å:
H  4.267294  -0.169440  3.492511
C  2.883489  0.165626  1.990340
C  -2.622557  -1.744349  3.339610
C  3.045809  5.101939  -3.170987
N  2.081927  -0.231946  1.279465
H  -3.365617  -1.930861  4.102900
C  -1.714911  -0.760631  -2.496501
H  -0.307964  -3.277814  1.427712
H  5.897410  1.565299  2.701190
H  5.546990  0.434878  1.390065
H  -1.687000  1.984602  1.745169
H  4.260977  3.529406  -4.010113
C  -1.858543  -2.781378  2.830526
H  -1.431420  -2.111050  -0.834826
C  0.970500  -1.272151  -3.110512
C  1.134663  1.985345  -1.012301
C  2.018360  5.424152  -2.314255
H  3.109096  1.753592  -2.733010
C  -1.465325  -0.239983  1.878988
O  1.571906  0.792220  -1.230582
N  0.151238  2.280488  -0.149494
H  3.527846  1.426282  3.498656
H  -2.760059  -0.595212  -2.271805
C  1.360569  4.427962  -1.587875
C  2.814387  2.788136  -2.625108
H  3.539901  5.889708  -3.724896
H  0.626864  -0.116215  -4.848463
C  3.453942  3.775341  -3.334503
C  1.261395  -2.395347  -0.890040
H  0.872791  -3.226088  -0.309815
H  -1.752175  0.348343  -4.306016
C  0.424990  -1.837547  -1.916651
C  1.764031  3.086518  -1.741429
C  -2.419897  -0.461356  2.860092
Rh  0.597162  -0.572736  -0.096906
H  2.314441  -2.497824  -1.125638
C  3.954015  0.656883  2.853034
H  1.690760  6.446221  -2.182105
H  -2.992646  0.374241  3.238048
H  -0.014641  4.033647  -0.347066
O  0.365866  4.824603  -0.782634
C  5.122032  1.207822  2.027478
C  -1.188184  1.103179  1.357263
C  -0.924627  -2.497119  1.850465
H  2.011119  -1.458997  -3.340929
C  -0.930917  -1.547592  -1.611040
H  -1.976038  -3.797010  3.178597
N  -0.730477  -1.268376  1.374625
C  -1.157222  -0.248593  -3.628097
C  0.200192  -0.520063  -3.939787
H  4.797871  2.037051  1.401103
N  -0.297648  1.158604  0.441166

Atomic forces in eV per Å
H 0.002 -0.007 -0.008
C 0.079 -0.129 -0.013
C 0.010 -0.018 -0.007
C -0.001 0.003 0.005
N -0.138 0.084 0.079
H 0.000 0.001 0.000
C 0.036 0.070 -0.044
H 0.002 0.006 -0.004
H -0.001 0.001 0.001
H 0.002 0.001 0.000
H -0.017 -0.001 -0.018
H -0.002 0.002 -0.002
C -0.010 0.017 0.009
H -0.031 -0.035 -0.062
C -0.035 -0.031 -0.057
C -0.002 -0.007 -0.011
C 0.003 0.006 0.001
H -0.002 -0.001 0.002
C -0.006 0.034 0.012
O -0.017 -0.017 -0.073
N -0.033 -0.037 -0.015
H -0.001 -0.003 0.003
H 0.001 0.001 0.007
C -0.021 -0.012 -0.020
C 0.002 0.001 0.001
H 0.001 -0.001 0.001
H -0.010 0.004 -0.003
C 0.000 -0.004 -0.002
C 0.011 -0.181 -0.093
H -0.019 0.035 0.027
H 0.009 0.004 -0.003
C 0.157 -0.043 -0.265
C -0.004 0.010 0.001
C 0.005 0.023 0.002
Rh -0.297 0.065 0.266
H 0.005 0.022 0.001
C -0.012 0.047 -0.022
H 0.000 -0.002 0.000
H -0.001 -0.004 0.001
H 0.020 0.003 0.032
O 0.004 0.012 -0.014
C -0.003 -0.002 0.003
C -0.025 -0.039 0.025
C 0.020 -0.013 0.002
H -0.004 -0.011 0.000
C 0.192 0.181 0.302
H -0.002 0.000 0.002
N 0.104 0.038 -0.035
C -0.016 -0.016 0.018
C 0.002 -0.016 0.032
H 0.003 -0.002 0.000
N 0.038 -0.043 -0.064

Want to see where the charge sits? The Mulliken charges in e are: 0.305 0.240 -0.294 -0.335 -0.166 0.428 -0.984 0.389 0.351 0.336 0.409 0.441 -0.943 0.642 -0.700 1.152 -0.698 0.441 0.846 -0.757 -1.409 0.268 0.461 0.424 -0.533 0.390 0.443 -0.880 -0.679 0.250 0.427 -0.026 0.432 -1.003 0.203 0.399 -0.383 0.462 0.473 0.618 -0.637 -1.097 -0.404 -0.104 0.397 0.792 0.449 0.203 -0.508 -0.580 0.322 0.730

***

Entry 4:
C23H23AsMoP | ωB97M-V/def2-TZVPD

Its spin multiplicity is 3. The expectation value of S² is 2.372. The calculation puts the frontier orbital gap (alpha / beta) at 6.269 / 7.403 eV. Its charge is +1. The calculation puts the HOMO energy (alpha / beta) at -10.58 / -11.17 eV.

Positions of all 49 atoms, in Å:
C  -1.795203  1.622418  2.026310
C  -0.287973  -1.682523  -3.823640
C  0.563931  1.342623  -3.869627
H  0.216421  1.003750  -5.954391
H  3.674844  -1.601241  3.072684
C  4.375273  -0.883979  1.139476
C  0.335058  2.699402  3.473137
H  -3.102873  -0.064784  -0.121720
H  0.028473  -2.639083  1.397247
C  -1.963874  -3.529565  1.228820
P  0.131887  2.991281  -1.665613
H  1.246009  3.300228  -0.808747
C  -0.135459  -1.417187  -2.459914
H  -0.987537  3.482136  -0.924307
H  -3.064762  2.763471  3.340796
C  -3.303655  -3.325769  0.859481
H  4.757433  -0.136993  -0.862366
H  -0.153744  -2.276625  -1.790320
H  1.611062  1.696146  2.025499
H  1.281090  -1.160297  2.559871
C  -0.483199  1.314309  1.667294
C  -1.014998  -2.503924  1.088642
H  2.330442  0.022441  -1.461891
C  -2.040113  2.491211  3.097172
C  4.000720  -0.391230  -0.118614
C  2.644219  -0.243085  -0.438468
H  -4.035868  -4.121504  1.006749
H  5.426403  -1.048073  1.373209
C  1.693807  -0.457273  0.560529
C  -1.428414  -1.285171  0.551080
H  -4.751845  -1.905719  0.095384
C  0.195063  0.540532  -4.948708
H  -2.627490  1.218111  1.445255
H  -1.165186  3.725550  4.659409
H  -1.643229  -4.481003  1.640237
H  0.253853  4.042748  -2.639351
C  -3.705964  -2.083897  0.359057
C  3.401695  -1.192430  2.098297
H  1.176823  3.072928  4.053877
C  -0.174214  -0.817268  -4.926402
As  -0.132115  0.126121  0.149767
H  0.952210  2.339038  -4.096523
C  2.048971  -0.961360  1.817244
Mo  -0.308335  0.531736  -2.300175
C  0.587958  1.886240  2.361922
C  -2.772203  -1.048452  0.226550
H  -0.355292  -1.268867  -5.906837
H  -0.524035  -2.725490  -4.085586
C  -0.976045  3.040379  3.828223

Atomic forces in eV per Å
C -0.068 0.306 0.138
C -0.263 -1.224 0.266
C 0.760 0.196 0.526
H -0.125 -0.210 0.643
H 0.024 0.133 -0.335
C -0.312 0.102 -0.116
C -0.088 0.077 -0.146
H 0.106 -0.386 -0.086
H -0.510 -0.147 -0.259
C -0.039 0.416 -0.032
P -0.503 0.798 0.467
H -0.689 -0.062 -0.336
C 0.216 -0.739 -0.504
H 0.653 0.221 -0.003
H 0.192 -0.103 -0.005
C 0.451 0.185 0.134
H -0.185 -0.212 0.216
H 0.116 0.051 -0.165
H -0.319 0.037 0.349
H 0.181 0.116 0.010
C 0.250 0.452 -0.260
C -0.423 -0.155 -0.180
H 0.248 0.062 0.607
C 0.261 0.104 -0.137
C -0.138 -0.274 0.103
C 0.383 0.115 0.176
H 0.259 0.222 -0.147
H -0.242 0.114 -0.082
C -0.577 -0.268 -0.194
C 0.115 0.209 -0.045
H 0.373 -0.085 0.106
C -0.231 -0.414 -0.710
H 0.222 0.148 0.426
H 0.063 -0.333 -0.295
H -0.129 0.068 -0.033
H 0.004 -0.536 0.541
C 0.125 0.162 0.189
C -0.374 0.044 -0.196
H -0.201 0.055 -0.175
C 0.059 0.371 -0.361
As 0.572 -0.661 2.230
H 0.128 -0.470 -0.075
C 0.501 0.163 -0.285
Mo -0.883 1.757 -1.959
C -0.206 0.032 0.087
C 0.041 -0.515 -0.114
H -0.048 0.179 0.389
H 0.187 0.378 -0.026
C 0.066 -0.477 -0.344

Want to see where the charge sits? The Mulliken charges in e are: -0.585 -0.753 -0.050 0.328 0.401 -0.577 -0.644 0.314 0.288 -0.604 -0.084 0.145 -0.030 0.116 0.414 -0.574 0.423 0.425 0.453 0.501 0.824 -0.335 0.392 -0.670 -0.628 -0.517 0.387 0.391 0.144 0.884 0.387 -0.838 0.140 0.392 0.428 0.151 -0.788 -0.797 0.400 0.236 1.058 0.542 0.309 -0.632 -0.273 -0.629 0.356 0.306 -0.528